[1]
Below is an isolated ion of composition C3H6BrN3 and charge +2, with properties calculated with ωB97M-V with the def2-TZVPD basis set.

Positions of all 13 atoms, in Å:
C (1.71, -0.03, 0.52)
N (0.87, 0.91, 0.85)
C (-0.47, 0.91, 0.80)
N (-1.34, 0.21, 0.06)
C (-1.14, -0.69, -0.93)
N (0.03, -1.11, -1.14)
Br (0.53, -2.20, -2.47)
H (1.50, -0.95, 0.18)
H (2.73, 0.32, 0.66)
H (1.36, 1.65, 1.41)
H (-1.17, 1.58, 1.39)
H (-2.42, 0.35, 0.05)
H (-2.19, -0.96, -1.40)

Results
spin multiplicity: 1
SMILES: C=[NH+]/C=[NH+]\C=N\Br
charge: +2
lowest unoccupied orbital energy (alpha / beta): -11.892 / -11.891 eV
HOMO-LUMO gap (alpha / beta): 0.2410 / 0.2410 Ha

Atom charges from the Mulliken analysis, given in e for atoms 1 to 8: C -0.12; N -0.05; C 0.02; N -0.08; C 0.16; N -0.53; Br 0.23; H 0.49

---

[2]
Below is a 12-piece molecular cluster, C60H48Cl6O36 overall, with properties calculated with ωB97M-V with the def2-TZVPD basis set.

Positions of all 150 atoms, in Å:
O (-14.95, -17.23, -10.27)
C (-16.09, -16.87, -10.52)
C (-16.61, -16.50, -11.86)
C (-17.82, -16.00, -12.10)
O (-18.27, -15.60, -13.35)
C (-18.82, -15.87, -11.13)
O (-20.00, -15.47, -11.35)
C (-18.45, -16.45, -9.80)
C (-17.19, -16.87, -9.55)
O (-16.89, -17.33, -8.33)
H (-15.87, -16.64, -12.64)
H (-19.19, -15.34, -13.27)
H (-19.18, -16.37, -9.01)
H (-15.96, -17.54, -8.29)
O (-12.56, -17.69, -15.26)
C (-12.82, -18.74, -14.66)
C (-13.25, -18.79, -13.25)
C (-13.48, -19.89, -12.56)
O (-13.81, -19.84, -11.24)
C (-13.37, -21.25, -13.17)
O (-13.53, -22.25, -12.57)
C (-12.97, -21.13, -14.60)
C (-12.77, -20.02, -15.28)
O (-12.54, -20.05, -16.60)
H (-13.31, -17.86, -12.71)
H (-14.07, -18.98, -10.92)
H (-12.82, -22.05, -15.16)
H (-12.08, -19.22, -16.71)
O (-20.00, -23.89, -12.80)
C (-21.15, -23.47, -12.41)
C (-21.85, -22.37, -13.12)
C (-22.98, -21.79, -12.76)
O (-23.43, -20.59, -13.26)
C (-23.82, -22.33, -11.66)
O (-24.91, -21.88, -11.27)
C (-23.20, -23.50, -11.07)
C (-21.99, -24.04, -11.37)
O (-21.56, -25.18, -10.67)
H (-21.30, -21.89, -13.92)
H (-24.36, -20.56, -13.03)
H (-23.82, -24.02, -10.35)
H (-20.66, -25.45, -10.88)
O (-19.61, -18.04, -7.07)
C (-19.46, -18.70, -6.08)
C (-20.61, -19.06, -5.26)
C (-20.49, -19.74, -4.17)
O (-21.53, -19.98, -3.33)
C (-19.23, -20.34, -3.56)
O (-19.10, -20.99, -2.53)
C (-18.11, -20.04, -4.43)
C (-18.16, -19.28, -5.51)
O (-17.05, -19.15, -6.32)
H (-21.58, -18.62, -5.44)
H (-21.28, -20.47, -2.55)
H (-17.25, -20.56, -4.02)
H (-17.35, -18.65, -7.09)
O (-16.10, -23.45, -9.10)
C (-17.09, -23.93, -8.57)
C (-17.74, -23.32, -7.42)
C (-18.90, -23.79, -6.98)
O (-19.47, -23.20, -5.88)
C (-19.57, -25.02, -7.33)
O (-20.61, -25.49, -6.72)
C (-18.91, -25.70, -8.48)
C (-17.83, -25.18, -9.09)
O (-17.32, -25.75, -10.12)
H (-17.25, -22.50, -6.92)
H (-20.16, -23.75, -5.50)
H (-19.38, -26.53, -8.98)
H (-16.47, -25.41, -10.41)
O (-23.28, -18.26, -10.93)
C (-23.31, -17.09, -10.68)
C (-22.91, -16.69, -9.34)
C (-22.74, -15.39, -8.95)
O (-22.36, -15.00, -7.70)
C (-23.13, -14.21, -9.77)
O (-23.02, -13.04, -9.46)
C (-23.52, -14.71, -11.13)
C (-23.55, -16.00, -11.57)
O (-23.96, -16.24, -12.86)
H (-22.60, -17.50, -8.69)
H (-22.36, -14.04, -7.62)
H (-23.83, -13.95, -11.84)
H (-24.17, -17.16, -13.02)
O (-10.14, -22.24, -6.92)
C (-11.19, -21.61, -7.15)
C (-12.51, -21.65, -6.46)
C (-13.56, -20.88, -6.63)
O (-14.75, -21.03, -5.91)
C (-13.67, -19.94, -7.84)
O (-14.70, -19.34, -8.06)
C (-12.45, -19.88, -8.63)
C (-11.36, -20.63, -8.34)
O (-10.26, -20.60, -9.15)
H (-12.60, -22.40, -5.69)
H (-15.25, -20.24, -6.11)
H (-12.36, -19.21, -9.47)
H (-9.55, -21.09, -8.73)
O (-17.65, -20.22, -16.47)
C (-17.41, -21.18, -15.66)
C (-17.61, -22.53, -16.07)
C (-17.24, -23.61, -15.26)
O (-17.38, -24.86, -15.75)
C (-16.80, -23.54, -13.82)
O (-16.42, -24.46, -13.02)
C (-16.85, -22.12, -13.37)
C (-17.15, -21.10, -14.17)
O (-16.98, -19.82, -13.69)
H (-17.75, -22.82, -17.10)
H (-17.10, -25.62, -15.23)
H (-16.59, -21.81, -12.37)
H (-17.03, -19.21, -14.43)
O (-20.22, -31.64, -12.84)
C (-19.49, -30.67, -13.01)
C (-19.89, -29.32, -12.50)
C (-19.08, -28.28, -12.58)
O (-19.31, -27.10, -11.93)
C (-17.88, -28.22, -13.49)
O (-17.08, -27.34, -13.61)
C (-17.56, -29.49, -14.06)
C (-18.22, -30.62, -13.77)
O (-17.72, -31.84, -14.18)
H (-20.75, -29.13, -11.88)
H (-18.65, -26.43, -12.13)
H (-16.65, -29.66, -14.63)
H (-18.48, -32.42, -14.22)
Cl (-23.83, -23.62, -7.38)
C (-24.64, -22.05, -6.94)
C (-24.50, -21.01, -8.02)
Cl (-22.76, -20.63, -8.15)
H (-24.28, -21.78, -5.95)
H (-25.66, -22.25, -6.61)
H (-24.97, -20.08, -7.69)
H (-24.88, -21.32, -8.99)
Cl (-20.28, -19.29, -12.13)
C (-20.47, -20.00, -10.43)
C (-19.16, -20.40, -9.78)
Cl (-18.48, -21.83, -10.53)
H (-21.25, -20.75, -10.40)
H (-20.81, -19.21, -9.76)
H (-19.33, -20.58, -8.72)
H (-18.41, -19.60, -9.79)
Cl (-22.94, -20.78, -16.58)
C (-21.37, -19.82, -16.67)
C (-21.27, -18.76, -15.46)
Cl (-22.45, -17.41, -15.59)
H (-21.26, -19.30, -17.62)
H (-20.56, -20.54, -16.54)
H (-20.31, -18.24, -15.47)
H (-21.40, -19.30, -14.53)

Results
spin multiplicity: 1
SMILES: O=C1C=C(O)C(=O)C=C1O.O=C1C=C(O)C(=O)C=C1O.O=C1C=C(O)C(=O)C=C1O.O=C1C=C(O)C(=O)C=C1O.O=C1C=C(O)C(=O)C=C1O.O=C1C=C(O)C(=O)C=C1O.O=C1C=C(O)C(=O)C=C1O.O=C1C=C(O)C(=O)C=C1O.O=C1C=C(O)C(=O)C=C1O.ClCCCl.ClCCCl.ClCCCl
charge: 0
lowest unoccupied orbital energy: -2.465 eV
HOMO-LUMO gap: 0.2570 Ha

Atom charges from the Mulliken analysis, given in e for atoms 1 to 8: O -0.72; C 1.13; C -1.29; C 0.37; O -0.64; C 0.79; O -0.55; C -0.33

---

[3]
Below is a 2-piece molecular cluster, C3H4S3 overall, with properties calculated with ωB97M-V with the def2-TZVPD basis set.

Positions of all 10 atoms, in Å:
C (-0.56, -0.53, 0.58)
C (-1.36, 0.41, 0.21)
C (0.79, -0.13, 0.74)
S (-0.79, 2.01, 0.16)
S (1.11, 1.51, 0.80)
S (1.66, -1.00, -1.75)
H (-0.77, -1.63, 0.40)
H (-2.36, 0.40, -0.14)
H (1.60, -0.67, 1.26)
H (0.67, -0.36, -2.28)

Results
energy above the lowest of the compared OMol25 structures with the same formula, charge and spin: 6.0 kcal/mol
spin multiplicity: 3
expectation value of S²: 2.02
charge: 0
lowest unoccupied orbital energy (alpha / beta): 0.428 / -2.171 eV
HOMO-LUMO gap (alpha / beta): 0.2457 / 0.2561 Ha

Atom charges from the Mulliken analysis, given in e for atoms 1 to 8: C -0.46; C -0.01; C -0.48; S -0.07; S -0.04; S -0.13; H 0.23; H 0.37

---

[4]
Below is C24H22N14O2SeW as an isolated structure, with properties calculated with ωB97M-V with the def2-TZVPD basis set.

Positions of all 64 atoms, in Å:
W (0.26, 1.70, -0.21)
N (2.50, 2.17, -0.95)
N (3.07, 3.21, -0.17)
C (2.53, 3.45, 1.04)
N (3.13, 4.16, 1.96)
N (1.30, 2.87, 1.20)
N (1.07, 2.11, 2.32)
O (0.39, 1.09, 1.95)
O (1.43, 2.35, 3.42)
H (3.13, 1.36, -0.93)
H (2.49, 2.48, -1.92)
H (3.95, 3.61, -0.46)
H (4.09, 4.49, 1.85)
H (2.65, 4.41, 2.81)
Se (-6.37, 4.79, -2.59)
N (-5.97, 3.47, -1.49)
C (-4.67, 3.38, -1.45)
C (-3.95, 2.42, -0.63)
C (-4.59, 1.50, 0.21)
C (-3.83, 0.64, 0.97)
C (-2.45, 0.69, 0.88)
N (-1.81, 1.57, 0.08)
C (-2.56, 2.43, -0.67)
C (-1.83, 3.34, -1.52)
N (-0.46, 3.22, -1.53)
C (0.23, 4.08, -2.30)
C (-0.37, 5.05, -3.09)
C (-1.75, 5.15, -3.10)
C (-2.50, 4.28, -2.30)
C (-3.95, 4.31, -2.26)
N (-4.67, 5.15, -2.96)
H (-5.67, 1.49, 0.25)
H (-4.29, -0.08, 1.64)
H (-1.82, 0.03, 1.47)
H (1.31, 4.01, -2.29)
H (0.25, 5.71, -3.68)
H (-2.26, 5.89, -3.71)
C (2.60, -1.02, 0.82)
C (1.44, -1.31, -0.08)
N (0.61, -0.39, -0.57)
C (-0.29, -1.06, -1.40)
C (0.01, -2.37, -1.40)
N (1.09, -2.53, -0.55)
C (1.84, -3.80, -0.43)
N (1.74, -4.45, 0.86)
N (2.55, -3.99, 1.90)
N (2.50, -4.79, 2.86)
C (1.67, -5.85, 2.50)
C (1.34, -6.99, 3.20)
C (0.49, -7.94, 2.53)
C (0.02, -7.72, 1.23)
C (0.35, -6.57, 0.53)
C (1.20, -5.63, 1.20)
H (3.53, -1.42, 0.41)
H (2.48, -1.48, 1.80)
H (2.69, 0.05, 0.95)
H (-1.06, -0.54, -1.94)
H (-0.45, -3.20, -1.91)
H (2.88, -3.61, -0.66)
H (1.43, -4.47, -1.19)
H (1.72, -7.17, 4.20)
H (0.22, -8.85, 3.04)
H (-0.61, -8.46, 0.76)
H (-0.01, -6.42, -0.48)

Results
energy above the lowest of the compared OMol25 structures with the same formula, charge and spin: 29.2 kcal/mol
spin multiplicity: 3
expectation value of S²: 2.02
charge: +4
lowest unoccupied orbital energy (alpha / beta): -14.297 / -13.924 eV
HOMO-LUMO gap (alpha / beta): 0.0666 / 0.0805 Ha

Atom charges from the Mulliken analysis, given in e for atoms 1 to 8: W 1.47; N -0.75; N -0.10; C 0.46; N -0.27; N -0.40; N 0.95; O -0.58

---

[5]
Below is a 2-piece molecular cluster, C4H10NO3 overall, with properties calculated with ωB97M-V with the def2-TZVPD basis set.

Positions of all 18 atoms, in Å:
O (2.71, -1.50, -1.33)
C (1.53, -1.43, -0.85)
O (1.03, -2.22, -0.07)
C (0.75, -0.18, -1.32)
C (-0.22, 0.29, -0.25)
C (-0.38, 1.81, -0.18)
N (-1.80, 2.18, 0.15)
H (0.22, -0.51, -2.21)
H (1.45, 0.57, -1.64)
H (0.20, 0.03, 0.73)
H (-1.10, -0.32, -0.17)
H (0.21, 2.22, 0.64)
H (-0.16, 2.34, -1.10)
H (-1.81, 2.86, 0.90)
H (-2.23, 1.37, 0.60)
H (0.01, -2.29, 1.31)
H (0.08, -2.88, 2.65)
O (-0.51, -2.33, 2.13)

Results
energy above the lowest of the compared OMol25 structures with the same formula, charge and spin: 27.5 kcal/mol
spin multiplicity: 2
expectation value of S²: 0.75
charge: 0
lowest unoccupied orbital energy (alpha / beta): 0.701 / -3.643 eV
HOMO-LUMO gap (alpha / beta): 0.3789 / 0.2191 Ha

Atom charges from the Mulliken analysis, given in e for atoms 1 to 8: O -0.27; C 0.67; O -0.65; C -0.63; C -0.59; C -0.47; N -0.69; H 0.29

---

- Look up the charge of the fourth one.
  +4

---

- Look up the spin multiplicity of the third one.
  3

---

- What is the charge in the first record?
  +2